No. 1
Computed, not measured: a 8-piece molecular cluster, C20H25F6NO20 overall at a distorted geometry, with the ωB97M-V functional and the def2-TZVPD basis.

Kohn-Sham gap   5.95 eV
Lowest unoccupied orbital energy   -0.01947 Ha
ΔE to the lowest compared entry with this formula, charge and spin   580.88 kJ/mol

ORCA input file:
```
! wB97M-V def2-TZVPD RIJCOSX def2/J DEFGRID3
* xyz 0 1
H -6.582 -1.977 4.455
H 2.835 4.129 -4.225
N 0.425 0.340 -0.692
O 2.927 2.047 -4.465
H -0.283 1.922 4.424
C 2.496 6.138 0.927
O 3.017 3.877 -0.073
H -2.452 2.970 -5.612
H 2.039 6.763 0.160
C -2.002 1.669 -7.156
H -5.633 -4.514 4.350
C 2.847 -3.466 3.505
F -3.850 1.447 -5.732
C 3.372 3.341 -4.754
C 0.844 -4.534 -1.942
O -4.739 -1.416 3.908
F -5.450 -2.501 5.960
H 2.623 -3.800 2.492
O -2.306 2.746 4.795
H 3.746 -3.963 3.869
O -4.192 -3.376 3.286
H 5.475 3.890 -5.360
H -1.381 2.498 -7.496
H 0.314 3.428 6.497
H 1.940 6.327 1.846
H 0.617 -6.035 -4.216
O 1.573 -1.744 4.106
C -0.843 -5.806 -2.562
O 1.119 4.103 0.836
O 1.746 -3.854 4.322
H 0.644 -7.422 -3.114
O 1.476 -3.797 -1.291
H 3.607 -1.612 4.221
O -3.786 4.112 5.806
O 3.981 -0.030 -4.290
O -2.977 -1.578 2.513
H 1.197 -0.311 -0.720
O -0.022 -2.989 5.323
F 2.936 -1.435 2.233
H 5.220 3.713 -3.636
O -0.653 -0.811 -5.119
H 0.698 1.129 -0.125
C 3.989 1.211 -4.300
F -1.349 -6.557 -1.578
O -1.603 4.290 6.233
O -1.734 1.163 -4.994
F 3.186 3.603 -6.018
C -2.605 1.902 -5.762
H -0.524 -0.006 -0.692
H -0.131 4.255 4.924
H 3.576 6.122 1.072
C 4.964 3.290 -4.607
C 2.844 -1.943 3.517
F -1.103 1.313 6.149
C -5.453 -3.585 3.809
H 0.426 0.753 -1.613
C -0.955 2.280 5.204
C -5.573 -2.358 4.613
H -1.600 -5.730 -3.343
O 5.079 1.828 -4.514
C -0.444 3.593 5.731
C 1.008 -2.864 4.674
O -1.390 0.375 -6.936
O 1.375 -5.659 -2.401
O -0.490 -4.548 -2.070
C -1.252 0.103 -5.699
C 0.469 -6.349 -3.183
H -6.235 -3.584 3.049
C -3.870 -2.136 3.179
C -2.688 3.683 5.673
H -2.702 1.320 -7.916
C 2.217 4.619 0.549
*
```

Mulliken atomic charge list, values in e, 8 entries: number 1, H, carries 0.242; number 2, H, carries 0.293; number 3, N, carries -0.390; number 4, O, carries -0.278; number 5, H, carries 0.328; number 6, C, carries -0.795; number 7, O, carries -0.751; number 8, H, carries 0.334

No. 2
Computed, not measured: C20H25I2N5NiO9P2 as an isolated structure, with the ωB97M-V functional and the def2-TZVPD basis.

Kohn-Sham gap (spin up / spin down)   7.63 / 7.71 eV
Lowest unoccupied orbital energy (spin up / spin down)   0.01056 / 0.01053 Ha
ΔE to the lowest compared entry with this formula, charge and spin   0.00 kJ/mol
<S²>   2.004

ORCA input file:
```
! wB97M-V def2-TZVPD RIJCOSX def2/J DEFGRID3
* xyz 0 3
Ni 0.136 0.117 0.108
P -1.685 -1.206 -2.159
H -0.297 3.496 3.826
H 4.938 0.159 -2.269
H 1.533 3.674 -3.764
H 0.149 -1.870 -5.372
C -2.387 -1.078 2.898
H -3.694 -0.803 4.572
H 5.564 1.421 -1.186
I -3.949 -1.514 1.586
N 3.692 1.807 -2.039
H -3.820 -1.087 -2.362
O 2.309 -0.724 -3.351
O -0.803 -1.314 1.140
H 2.329 0.411 1.263
C -0.685 -1.972 -4.675
H -2.693 4.082 3.488
O -3.065 -1.241 -2.945
H -1.601 -1.657 -5.173
C 1.104 2.529 -1.951
H 1.598 -1.576 2.223
C -0.861 3.082 3.001
O 3.379 0.722 -0.087
C -2.671 -0.789 4.223
C -0.047 -0.739 3.302
P 1.220 -1.442 -2.648
H -3.943 2.988 1.616
N -0.921 1.633 1.119
C -2.891 2.797 1.776
O -1.637 -2.624 -1.465
C -0.424 -1.090 -3.469
C -1.634 -0.475 5.088
H 3.890 2.844 -3.811
N 1.433 0.437 1.754
C 5.029 1.231 -2.112
C 2.873 1.355 -1.002
H 2.022 -3.227 -3.519
N 1.538 1.677 -1.037
C 1.184 1.758 2.320
I -2.045 -0.009 7.081
H 1.393 1.767 3.395
H 0.486 -0.201 5.300
C 1.926 3.031 -2.993
N -0.200 2.887 -1.899
C -1.075 -1.071 2.382
H -2.705 1.384 0.147
H -0.622 3.345 -2.687
C -0.254 2.183 2.135
H -0.802 2.437 -1.227
C -2.218 1.916 0.954
O -0.500 0.264 -3.928
H 1.850 2.489 1.854
C -0.325 -0.451 4.625
O 0.935 -1.256 -1.179
H 2.068 -0.489 3.551
H 5.552 1.688 -2.949
H -0.777 -3.017 -4.382
O -1.582 -0.078 -1.192
C 3.202 2.585 -3.018
O 1.376 -3.039 -2.829
H -0.969 -2.628 -0.755
H -0.306 0.845 -3.184
C -2.194 3.396 2.816
C 1.344 -0.653 2.746
*
```

natural (NBO) atomic charge list, values in e, 8 entries: number 1, Ni, carries 1.507; number 2, P, carries 2.405; number 3, H, carries 0.226; number 4, H, carries 0.240; number 5, H, carries 0.234; number 6, H, carries 0.226; number 7, C, carries -0.250; number 8, H, carries 0.233

No. 3
Computed, not measured: an isolated ion of composition C20H25N2O3 and charge +1, with the ωB97M-V functional and the def2-TZVPD basis.

Kohn-Sham gap   8.23 eV
Lowest unoccupied orbital energy   -0.10323 Ha
ΔE to the lowest compared entry with this formula, charge and spin   56.96 kJ/mol
SMILES   COc1cccc(C[NH+]2CCN(C(=O)c3cccc(OC)c3)CC2)c1

ORCA input file:
```
! wB97M-V def2-TZVPD RIJCOSX def2/J DEFGRID3
* xyz 1 1
H -6.094 -2.708 2.157
H -7.543 -3.061 1.185
C -2.758 -2.457 -1.646
N 1.906 -0.053 1.728
N -0.926 -0.165 1.625
C 3.442 4.574 -3.040
C -6.603 -2.514 1.208
H 3.769 0.910 1.919
C 3.403 -0.140 -1.256
H 0.964 1.549 0.752
H 1.091 -0.731 -0.077
C -2.132 -1.489 -0.875
C 1.204 -1.099 0.944
H -2.278 -2.823 -2.541
H 3.846 -0.751 1.293
H 3.305 2.799 0.431
O -5.856 -2.999 0.113
C -0.167 -1.382 1.566
C -3.991 -2.951 -1.283
C 3.338 0.729 -0.170
H -4.487 -3.705 -1.873
C -4.025 -1.487 0.625
H -0.922 1.753 2.360
H 4.372 4.302 -3.547
H 3.502 -0.299 -3.381
H -6.804 -1.443 1.111
H 3.463 2.107 -3.776
H 1.978 -0.398 2.693
H 2.587 4.315 -3.670
C 3.303 0.195 1.237
C 3.368 2.619 -1.685
C 3.423 1.738 -2.765
C 3.323 2.097 -0.388
C -4.647 -2.465 -0.146
C -0.276 0.871 2.390
C -2.178 0.071 1.094
H 3.436 5.645 -2.848
C -2.766 -1.016 0.268
C 3.445 0.374 -2.540
H -0.698 -2.124 0.969
H -1.184 -1.077 -1.188
H -0.160 0.559 3.437
C 1.084 1.184 1.774
H 3.448 -1.207 -1.103
H 1.809 -2.007 0.933
H 1.606 1.939 2.363
H -0.034 -1.787 2.580
O -2.736 1.120 1.313
O 3.352 3.961 -1.769
H -4.499 -1.071 1.500
*
```

natural (NBO) atomic charge list, values in e, 8 entries: number 1, H, carries 0.178; number 2, H, carries 0.213; number 3, C, carries -0.184; number 4, N, carries -0.340; number 5, N, carries -0.458; number 6, C, carries -0.259; number 7, C, carries -0.259; number 8, H, carries 0.236

No. 4
Computed, not measured: one molecule with the formula C20H25N3O, with the ωB97M-V functional and the def2-TZVPD basis.

Kohn-Sham gap   8.53 eV
Lowest unoccupied orbital energy   0.01882 Ha
ΔE to the lowest compared entry with this formula, charge and spin   0.00 kJ/mol
SMILES   CCc1ccc(NC(=O)NCCN2CCc3ccccc3C2)cc1

ORCA input file:
```
! wB97M-V def2-TZVPD RIJCOSX def2/J DEFGRID3
* xyz 0 1
C 1.078 2.112 -0.330
H 0.524 3.028 -0.115
H 1.232 1.334 1.673
C -3.948 -1.154 -0.959
H 8.491 0.172 -1.034
C -7.919 -1.284 1.216
H -5.732 -2.290 -1.221
H 2.482 -0.645 -0.742
H 8.181 -2.188 -0.367
O -1.630 2.287 0.226
C -4.200 0.996 0.075
C 2.619 -0.548 0.353
H 1.731 2.286 -1.190
C 5.061 -1.032 0.272
C -1.222 1.280 -0.310
H -8.153 0.295 -0.227
H 3.770 -1.500 1.890
C 1.911 1.737 0.916
H 6.606 1.748 -0.865
N 2.990 0.793 0.742
H -3.768 1.914 0.435
H 3.806 1.504 -1.092
C 3.733 -1.494 0.797
N -1.996 0.188 -0.635
C 4.099 1.281 -0.046
H 2.352 2.654 1.316
C 6.475 0.716 -0.572
C -5.560 0.770 0.172
C 7.533 -0.168 -0.668
H -7.400 -2.235 1.315
H -7.960 -1.314 -0.936
C -6.138 -0.405 -0.291
H -7.588 -0.630 2.021
C -5.308 -1.365 -0.854
C 6.130 -1.915 0.172
H 3.526 -2.513 0.461
H 1.685 -0.817 0.851
H -6.187 1.531 0.614
C -3.378 0.030 -0.497
H -3.319 -1.913 -1.407
C 7.360 -1.491 -0.294
C 5.237 0.296 -0.102
C -7.612 -0.650 -0.142
H 5.989 -2.946 0.464
N 0.085 1.126 -0.685
H -1.536 -0.584 -1.095
H -8.987 -1.456 1.325
H 4.449 2.217 0.400
H 0.410 0.239 -1.032
*
```

natural (NBO) atomic charge list, values in e, 8 entries: number 1, C, carries -0.255; number 2, H, carries 0.245; number 3, H, carries 0.204; number 4, C, carries -0.249; number 5, H, carries 0.212; number 6, C, carries -0.593; number 7, H, carries 0.207; number 8, H, carries 0.149

No. 5
Computed, not measured: one molecule with the formula C20H25N3O3 at a distorted geometry, with the ωB97M-V functional and the def2-TZVPD basis.

Kohn-Sham gap   7.70 eV
Lowest unoccupied orbital energy   0.00598 Ha
ΔE to the lowest compared entry with this formula, charge and spin   1912.12 kJ/mol
SMILES   CC(C)CC(=O)N1CCN(c2ccc(NC(=O)c3ccco3)cc2)CC1

ORCA input file:
```
! wB97M-V def2-TZVPD RIJCOSX def2/J DEFGRID3
* xyz 0 1
C -6.530 -1.233 -3.251
O -3.856 -3.052 -0.183
H -3.627 -1.167 -2.881
C 8.522 1.243 1.887
C 2.145 2.066 1.109
N -1.010 0.512 1.444
N 4.616 1.209 1.400
C -3.595 -1.866 -0.891
C -1.764 0.929 0.136
H -0.893 -1.288 2.763
C 1.351 -0.331 1.894
O 4.663 3.806 0.857
H -7.408 -1.991 -3.671
C -4.238 -1.260 -2.036
H -1.279 1.861 -0.100
C 6.651 2.241 1.480
N -2.233 -1.387 -0.510
C 3.103 1.229 1.600
C 8.787 2.682 1.601
H -4.451 -2.886 -4.079
H 5.026 0.454 1.910
H -5.926 -0.938 -4.216
H -5.864 -3.718 -3.411
C 7.674 3.415 1.380
H -2.984 1.120 0.544
H 3.329 -0.806 2.200
H 7.545 4.411 0.971
C -5.558 -2.077 -2.496
H -0.533 -2.003 0.278
C -1.762 -1.769 0.687
H -2.579 -0.524 2.081
H 0.072 2.810 1.110
H -5.936 -2.420 -1.450
C -5.019 -3.205 -3.427
H -4.300 -3.953 -2.670
O 7.232 1.198 1.706
C 2.707 -0.067 1.682
H 9.040 0.464 2.195
C 5.120 2.531 1.257
H 0.978 -1.429 2.001
H -2.485 0.313 -1.670
H 2.586 3.141 0.790
H 9.848 3.146 1.469
C 0.841 2.018 1.150
C 0.268 0.795 1.313
C -1.543 -0.882 1.796
H -4.859 -0.162 -1.680
C -1.878 0.083 -1.116
H -2.051 -2.725 1.188
H -6.985 -0.439 -2.802
H -0.954 -0.097 -1.337
*
```

natural (NBO) atomic charge list, values in e, 8 entries: number 1, C, carries -0.600; number 2, O, carries -0.661; number 3, H, carries 0.236; number 4, C, carries 0.027; number 5, C, carries -0.201; number 6, N, carries -0.436; number 7, N, carries -0.601; number 8, C, carries 0.656

No. 6
Computed, not measured: one molecule with the formula C20H25N3O3S, with the ωB97M-V functional and the def2-TZVPD basis.

Kohn-Sham gap   9.21 eV
Lowest unoccupied orbital energy   0.01067 Ha
ΔE to the lowest compared entry with this formula, charge and spin   28.39 kJ/mol
SMILES   Cc1cccc(N(CC(=O)NC(C)(C)C)C(=O)CNC(=O)c2cccs2)c1

ORCA input file:
```
! wB97M-V def2-TZVPD RIJCOSX def2/J DEFGRID3
* xyz 0 1
O 0.922 -0.964 0.785
H 1.746 -2.171 -1.977
H -0.988 4.504 0.740
H 0.209 4.940 -0.484
H -5.075 -2.393 2.032
H 0.162 1.771 -1.362
H 0.658 4.933 1.227
H 6.150 -0.149 1.272
C 1.926 2.846 -0.089
H -1.729 -1.549 3.316
C 4.104 -1.737 -0.834
C -4.401 -1.939 1.321
C 3.101 -1.265 -0.028
N -1.827 -0.128 -1.434
C -2.188 1.246 -1.758
H 2.205 1.799 -0.182
C 0.061 4.435 0.468
H -1.385 -0.434 1.153
H 0.878 2.705 2.466
O -2.435 2.711 0.142
H 2.073 3.335 -1.049
H -0.778 2.309 1.988
N -0.343 2.310 -0.670
C -2.807 -1.459 3.209
H -1.735 1.507 -2.718
H 6.294 -1.617 -0.891
C -3.189 -1.421 1.762
H -4.171 -1.237 -1.981
C -3.903 -1.292 -0.936
C 0.470 2.965 0.358
C -0.626 -0.592 -1.809
H -0.794 -2.322 -0.502
H -0.523 -2.708 -2.223
N 1.157 -2.095 -1.163
O 0.168 0.077 -2.459
C -0.267 -2.026 -1.410
H -3.115 -0.533 3.693
C -4.755 -1.876 -0.015
H 0.547 1.199 1.602
H -3.275 1.321 -1.815
H -3.291 -2.287 3.720
C 0.266 2.246 1.694
C 1.645 -1.406 -0.093
C 5.330 -0.581 0.733
H -5.700 -2.282 -0.342
H 2.580 3.312 0.643
H 3.946 -2.350 -1.704
C -2.336 -0.835 0.837
C -1.677 2.186 -0.648
C -2.690 -0.776 -0.503
C 5.381 -1.345 -0.393
S 3.731 -0.329 1.285
*
```

natural (NBO) atomic charge list, values in e, 8 entries: number 1, O, carries -0.641; number 2, H, carries 0.401; number 3, H, carries 0.241; number 4, H, carries 0.205; number 5, H, carries 0.211; number 6, H, carries 0.430; number 7, H, carries 0.204; number 8, H, carries 0.239

No. 7
Computed, not measured: one molecule with the formula C20H25N3O4S2, with the ωB97M-V functional and the def2-TZVPD basis.

Kohn-Sham gap   8.75 eV
Lowest unoccupied orbital energy   0.01852 Ha
ΔE to the lowest compared entry with this formula, charge and spin   41.94 kJ/mol
SMILES   COc1ccccc1NS(=O)(=O)c1cc(NC(=S)NC[C@@H]2CCCO2)ccc1C

ORCA input file:
```
! wB97M-V def2-TZVPD RIJCOSX def2/J DEFGRID3
* xyz 0 1
H -2.878 -1.206 1.598
O 3.044 -2.376 0.046
H 1.546 -5.005 -1.149
H 1.107 -2.757 -0.530
N 1.203 -2.077 2.053
C 0.148 0.655 1.984
H 2.776 -5.208 0.107
H 1.449 4.582 -0.433
C 3.466 -4.025 -1.590
C -2.079 2.681 -2.374
C 0.490 2.769 0.134
O 0.900 1.839 -2.913
C 1.911 -3.225 0.063
H -1.465 2.827 -3.248
H -3.037 0.517 2.023
H 0.562 -3.992 1.595
H -0.114 2.211 3.436
H -3.001 4.610 -2.435
C -3.694 3.445 -0.779
H 0.218 4.033 1.833
O -2.543 0.042 0.066
H 1.863 -1.371 1.754
H 3.065 -1.906 -1.951
H 0.912 3.585 -1.796
O 1.207 -0.424 -2.020
H 0.378 -0.599 0.241
C -1.988 1.474 -1.705
C 3.615 -2.532 -1.237
H 3.182 -4.148 -2.633
H -4.206 2.092 0.789
C 0.367 0.404 0.633
C -3.607 2.242 -0.095
H 2.271 -3.862 2.087
H -0.262 4.502 -0.843
C 0.529 1.442 -0.264
C 0.084 1.988 2.398
H -4.320 -0.297 1.084
S 0.527 0.838 -1.962
C -2.931 3.670 -1.909
H -0.729 -0.140 3.655
N -1.107 0.480 -2.163
H -4.365 4.209 -0.416
S -1.007 -2.777 3.319
N -0.091 -0.362 2.902
C -3.242 -0.237 1.258
C 2.368 -4.517 -0.632
H 4.651 -2.200 -1.178
C 0.266 3.009 1.492
C 0.090 -1.711 2.697
C 1.467 -3.386 1.515
H 4.399 -4.561 -1.421
H -1.308 -0.420 -1.747
C -2.747 1.251 -0.542
C 0.661 3.925 -0.798
*
```

natural (NBO) atomic charge list, values in e, 8 entries: number 1, H, carries 0.225; number 2, O, carries -0.546; number 3, H, carries 0.217; number 4, H, carries 0.172; number 5, N, carries -0.579; number 6, C, carries 0.131; number 7, H, carries 0.206; number 8, H, carries 0.221

No. 8
Computed, not measured: one molecule with the formula C20H25N5O4 at a distorted geometry, with the ωB97M-V functional and the def2-TZVPD basis.

Kohn-Sham gap   8.53 eV
Lowest unoccupied orbital energy   0.00666 Ha
ΔE to the lowest compared entry with this formula, charge and spin   16.50 kJ/mol
SMILES   CCCCCCc1nc(C(N)=O)c2[nH]c(=O)n(-c3ccc(OC)cc3OC)c2n1

ORCA input file:
```
! wB97M-V def2-TZVPD RIJCOSX def2/J DEFGRID3
* xyz 0 1
H 2.104 -4.663 -0.720
C -0.373 -4.262 -1.483
H -5.627 -1.567 1.425
H -2.900 1.910 -3.299
C 2.022 -3.578 -0.813
C -1.006 -4.419 -0.100
N 0.946 -0.849 0.519
C 0.505 2.652 0.237
C 1.000 0.458 0.401
C -3.277 -0.008 1.447
H 3.013 -3.307 1.080
C 2.212 1.186 0.292
H 2.892 -3.228 -1.373
O 4.823 2.323 0.106
O -0.114 3.680 0.216
H -4.236 1.461 -1.428
H -2.446 -2.824 -0.323
C -4.099 0.425 0.415
C 4.713 1.114 0.204
H 0.376 -2.254 -1.253
H 1.000 -3.128 -2.645
C -1.396 1.041 0.377
H -1.682 3.210 -3.365
H -1.745 -5.224 -0.159
N 3.313 -0.882 0.418
C 2.134 -1.468 0.515
C 3.381 0.453 0.307
H -5.964 -0.059 2.322
O -1.590 2.109 -1.702
H 0.018 -5.233 -1.801
H -0.248 -4.733 0.619
C -6.050 -0.560 1.353
H -1.160 -3.981 -2.189
H -1.281 -0.014 2.217
H 1.236 -3.256 1.182
H -7.100 -0.629 1.075
H 5.526 -0.733 0.316
N 1.880 2.504 0.195
H -3.104 3.386 -2.309
N -0.018 1.357 0.357
O -5.434 0.185 0.329
H 6.688 0.573 0.170
H 2.553 3.251 0.109
H -2.185 -3.337 1.345
C 0.746 -3.224 -1.586
H -3.663 -0.582 2.272
C 2.101 -2.960 0.593
C -1.693 -3.151 0.392
C -3.561 1.157 -0.646
H -0.980 -2.342 0.528
C -2.211 1.461 -0.689
N 5.739 0.247 0.231
C -2.378 2.679 -2.719
C -1.930 0.311 1.419
*
```

natural (NBO) atomic charge list, values in e, 8 entries: number 1, H, carries 0.203; number 2, C, carries -0.385; number 3, H, carries 0.178; number 4, H, carries 0.176; number 5, C, carries -0.390; number 6, C, carries -0.395; number 7, N, carries -0.488; number 8, C, carries 0.788

Number 1: M 713.39 g/mol. Number 2: M 853.89 g/mol. Number 3: M 341.43 g/mol. Number 4: M 323.44 g/mol. Number 5: M 355.44 g/mol. Number 6: M 387.50 g/mol. Number 7: M 435.57 g/mol. Number 8: M 399.45 g/mol.